P) Density functional theory data (wB97M-V/def2-TZVPD) for a cluster of 2 separate species, C9H14 in total.

Geometry as ORCA input:
```
! wB97M-V def2-TZVPD RIJCOSX def2/J DEFGRID3
* xyz 0 1
C -0.596 2.165 -2.474
C -0.866 1.408 -1.206
C 0.242 1.181 -0.389
C -0.022 0.921 0.939
C -1.275 0.794 1.483
C -2.429 0.823 0.624
C -2.195 1.132 -0.726
H -1.325 2.971 -2.555
H -0.743 1.502 -3.300
H 0.297 2.667 -2.484
H 1.164 1.252 -0.871
H 0.870 1.030 1.564
H -1.304 0.748 2.576
H -3.512 0.382 0.781
H -2.937 1.177 -1.405
C 1.126 -2.468 1.243
C 2.558 -2.588 0.626
H 0.876 -1.484 1.602
H 0.429 -2.606 0.457
H 0.936 -3.240 2.115
H 2.734 -3.582 0.185
H 3.303 -2.418 1.366
H 2.672 -1.767 -0.151
*
```

Values from the calculation:
**E_HOMO**: -8.83 eV
**LUMO energy**: 1.01 eV
**SMILES**: Cc1ccccc1.CC

These are the Mulliken partial charges, in e, on atoms 1 to 6:
1 C -1.48
2 C 0.65
3 C -0.51
4 C -0.49
5 C -0.36
6 C -0.35


Q) Density functional theory data (wB97M-V/def2-TZVPD) for a cluster of 2 separate species, C9H14 in total.

Geometry as ORCA input:
```
! wB97M-V def2-TZVPD RIJCOSX def2/J DEFGRID3
* xyz 0 1
C 1.590 -1.070 -1.275
C 1.379 -0.558 0.141
C 2.114 0.430 0.789
C 1.548 0.967 1.984
C 0.301 0.656 2.352
C -0.368 -0.384 1.767
C 0.306 -1.124 0.750
H 0.775 -1.609 -1.703
H 2.324 -1.789 -1.420
H 1.899 -0.224 -1.849
H 3.075 0.943 0.394
H 2.282 1.616 2.642
H -0.165 1.231 3.081
H -1.272 -0.674 2.232
H -0.243 -2.012 0.176
C -1.392 0.734 -1.590
C -2.455 0.034 -0.867
H -0.458 0.791 -1.311
H -1.056 0.523 -2.552
H -1.713 1.804 -1.635
H -2.842 0.691 -0.150
H -2.235 -0.943 -0.417
H -3.395 -0.034 -1.537
*
```

Values from the calculation:
**E_HOMO**: -9.08 eV
**LUMO energy**: 1.01 eV
**SMILES**: Cc1ccccc1.CC

These are the Mulliken partial charges, in e, on atoms 1 to 6:
1 C -1.80
2 C 0.96
3 C -0.44
4 C -0.20
5 C -0.64
6 C -0.48


R) Density functional theory data (wB97M-V/def2-TZVPD) for a cluster of 2 separate species, C9H14 in total.

Geometry as ORCA input:
```
! wB97M-V def2-TZVPD RIJCOSX def2/J DEFGRID3
* xyz 0 1
C -2.585 -1.074 -0.528
C -1.238 -0.920 -1.181
C -0.070 -1.083 -0.425
C 1.171 -0.932 -1.017
C 1.244 -0.655 -2.377
C 0.096 -0.544 -3.146
C -1.145 -0.666 -2.539
H -2.623 -1.979 0.072
H -3.385 -1.169 -1.257
H -2.849 -0.236 0.127
H -0.282 -1.255 0.625
H 2.091 -1.112 -0.476
H 2.197 -0.519 -2.880
H 0.173 -0.422 -4.215
H -2.053 -0.531 -3.111
C 1.008 2.188 2.281
C 1.310 1.106 3.317
H 0.543 1.733 1.410
H 0.321 2.963 2.632
H 1.935 2.656 1.946
H 0.684 0.233 3.145
H 2.348 0.792 3.254
H 1.109 1.427 4.345
*
```

Values from the calculation:
**E_HOMO**: -9.04 eV
**LUMO energy**: 1.00 eV
**SMILES**: Cc1ccccc1.CC

These are the Mulliken partial charges, in e, on atoms 1 to 6:
1 C -1.42
2 C 0.82
3 C -0.34
4 C -0.63
5 C -0.35
6 C -0.53


S) Density functional theory data (wB97M-V/def2-TZVPD) for a cluster of 2 separate species, C9H14 in total.

Geometry as ORCA input:
```
! wB97M-V def2-TZVPD RIJCOSX def2/J DEFGRID3
* xyz 0 1
C 1.822 1.339 2.050
C 0.588 0.759 1.430
C 0.484 -0.517 0.879
C -0.653 -1.021 0.256
C -1.743 -0.176 0.211
C -1.685 1.108 0.699
C -0.531 1.597 1.312
H 2.456 0.433 2.192
H 1.639 1.749 3.046
H 2.545 1.808 1.370
H 1.360 -1.187 0.960
H -0.702 -2.088 0.087
H -2.708 -0.385 -0.277
H -2.507 1.818 0.713
H -0.555 2.651 1.545
C 1.001 -0.775 -3.027
C -0.040 -1.820 -2.581
H 0.520 0.195 -3.124
H 1.835 -0.743 -2.319
H 1.429 -1.115 -3.988
H 0.333 -2.575 -1.884
H -0.567 -2.205 -3.474
H -0.876 -1.435 -2.006
*
```

Values from the calculation:
**E_HOMO**: -9.05 eV
**LUMO energy**: 1.00 eV
**SMILES**: Cc1ccccc1.CC

These are the Mulliken partial charges, in e, on atoms 1 to 6:
1 C -1.32
2 C 0.59
3 C -0.15
4 C -1.02
5 C -0.25
6 C -0.51


Which is most stable, and by how much? R), by 18.6 kcal/mol.


P) Density functional theory data (wB97M-V/def2-TZVPD) for a cluster of 2 separate species, C9H14 in total.

Geometry as ORCA input:
```
! wB97M-V def2-TZVPD RIJCOSX def2/J DEFGRID3
* xyz 0 1
C -1.942 -0.557 -2.805
C -1.022 -1.125 -1.744
C -0.666 -0.295 -0.689
C -0.158 -0.835 0.521
C -0.014 -2.188 0.744
C -0.131 -2.957 -0.432
C -0.517 -2.423 -1.622
H -1.423 -0.278 -3.690
H -2.495 0.330 -2.483
H -2.719 -1.303 -3.002
H -0.906 0.747 -0.718
H -0.079 -0.153 1.363
H 0.248 -2.666 1.673
H 0.278 -3.982 -0.351
H -0.565 -3.034 -2.551
C 1.805 2.564 1.289
C 1.194 2.632 2.676
H 2.799 3.030 1.307
H 2.004 1.541 0.895
H 1.263 2.947 0.425
H 1.630 2.228 3.590
H 1.148 3.723 2.965
H 0.271 2.054 2.638
*
```

Values from the calculation:
**E_HOMO**: -9.02 eV
**LUMO energy**: 1.00 eV
**SMILES**: Cc1ccccc1.CC

These are the Mulliken partial charges, in e, on atoms 1 to 6:
1 C -1.28
2 C 0.60
3 C -0.46
4 C -0.05
5 C -0.69
6 C -0.16


Q) Density functional theory data (wB97M-V/def2-TZVPD) for a cluster of 2 separate species, C9H14 in total.

Geometry as ORCA input:
```
! wB97M-V def2-TZVPD RIJCOSX def2/J DEFGRID3
* xyz 0 1
C 0.217 0.432 0.439
C 0.058 1.306 -0.714
C -0.681 0.789 -1.688
C -0.752 1.479 -2.959
C 0.144 2.538 -3.284
C 0.824 3.039 -2.214
C 0.699 2.550 -0.896
H 0.506 1.038 1.390
H 1.081 -0.340 0.385
H -0.697 -0.143 0.633
H -1.540 0.000 -1.501
H -1.528 1.340 -3.725
H 0.169 3.071 -4.297
H 1.667 3.730 -2.258
H 1.105 3.268 -0.144
C -0.260 -3.387 1.922
C -0.086 -2.631 3.254
H 0.185 -2.798 1.048
H 0.388 -4.258 1.905
H -1.375 -3.809 1.768
H 0.940 -2.444 3.528
H -0.503 -1.638 3.281
H -0.562 -3.134 4.125
*
```

Values from the calculation:
**E_HOMO**: -8.86 eV
**LUMO energy**: 0.99 eV
**SMILES**: Cc1ccccc1.CC

These are the Mulliken partial charges, in e, on atoms 1 to 6:
1 C -1.06
2 C 1.15
3 C -0.51
4 C -0.38
5 C -0.58
6 C -0.26


R) Density functional theory data (wB97M-V/def2-TZVPD) for a cluster of 2 separate species, C9H14 in total.

Geometry as ORCA input:
```
! wB97M-V def2-TZVPD RIJCOSX def2/J DEFGRID3
* xyz 0 1
C -1.149 0.482 0.309
C -0.677 -0.901 0.468
C -1.046 -1.796 -0.585
C -0.858 -3.153 -0.356
C -0.218 -3.555 0.786
C 0.258 -2.677 1.755
C 0.013 -1.350 1.634
H -1.139 0.860 -0.613
H -0.741 1.170 1.004
H -2.198 0.457 0.711
H -1.559 -1.402 -1.412
H -1.074 -3.837 -1.167
H -0.167 -4.659 0.808
H 0.911 -2.962 2.580
H 0.128 -0.571 2.374
C 0.988 2.261 -0.822
C 1.385 3.645 -1.324
H 1.144 1.467 -1.455
H 1.529 2.155 0.229
H -0.004 2.346 -0.432
H 1.778 3.710 -2.373
H 0.412 4.159 -1.258
H 2.285 4.152 -0.863
*
```

Values from the calculation:
**E_HOMO**: -8.71 eV
**LUMO energy**: 0.95 eV
**SMILES**: Cc1ccccc1.CC

These are the Mulliken partial charges, in e, on atoms 1 to 6:
1 C -2.06
2 C 1.14
3 C -0.54
4 C -0.47
5 C -0.31
6 C -0.46


S) Density functional theory data (wB97M-V/def2-TZVPD) for an isolated molecule of C9H14.

Geometry as ORCA input:
```
! wB97M-V def2-TZVPD RIJCOSX def2/J DEFGRID3
* xyz 0 1
C 0.344 -2.891 1.904
C 0.618 -2.073 0.939
C 0.594 -1.071 0.071
C 1.611 -1.013 -1.055
C -0.066 0.205 0.351
C -0.034 0.627 1.769
C -0.691 1.017 -0.565
C -0.594 0.759 -2.057
C -1.367 2.286 -0.316
H -0.299 -3.733 1.822
H 0.914 -2.951 2.842
H 1.541 -1.732 -1.885
H 2.530 -0.972 -0.502
H 1.546 0.084 -1.496
H 0.913 0.293 2.299
H -0.750 -0.084 2.191
H -0.146 1.685 1.943
H -0.588 -0.356 -2.294
H 0.277 1.140 -2.535
H -1.563 1.042 -2.570
H -1.341 2.617 0.636
H -2.412 2.098 -0.565
H -1.036 3.022 -0.926
*
```

Values from the calculation:
**E_HOMO**: -8.00 eV
**LUMO energy**: 0.97 eV
**SMILES**: C=C=C(C)C(C)=C(C)C

These are the Mulliken partial charges, in e, on atoms 1 to 6:
1 C -0.91
2 C -0.10
3 C 0.63
4 C -1.21
5 C 0.86
6 C -1.70


Which is most stable, and by how much? P), by 16.9 kcal/mol.


P) Density functional theory data (wB97M-V/def2-TZVPD) for a cluster of 2 separate species, C9H14 in total.

Geometry as ORCA input:
```
! wB97M-V def2-TZVPD RIJCOSX def2/J DEFGRID3
* xyz 0 1
C 2.828 0.832 1.381
C 1.634 -0.093 1.420
C 1.779 -1.475 1.439
C 0.627 -2.266 1.389
C -0.618 -1.704 1.230
C -0.764 -0.319 1.307
C 0.354 0.479 1.465
H 2.684 1.712 0.763
H 3.720 0.299 1.051
H 3.101 1.071 2.412
H 2.803 -1.825 1.315
H 0.762 -3.342 1.398
H -1.483 -2.321 1.030
H -1.740 0.136 1.400
H 0.293 1.560 1.540
C -1.835 1.131 -1.853
C -2.159 0.744 -3.325
H -1.689 2.192 -1.667
H -2.624 0.722 -1.229
H -0.952 0.597 -1.514
H -1.815 1.505 -4.010
H -1.679 -0.203 -3.552
H -3.226 0.570 -3.389
*
```

Values from the calculation:
**E_HOMO**: -9.00 eV
**LUMO energy**: 1.01 eV
**SMILES**: Cc1ccccc1.CC

These are the Mulliken partial charges, in e, on atoms 1 to 6:
1 C -1.44
2 C 0.96
3 C -0.52
4 C -0.38
5 C -0.57
6 C -0.38


Q) Density functional theory data (wB97M-V/def2-TZVPD) for a cluster of 2 separate species, C9H14 in total.

Geometry as ORCA input:
```
! wB97M-V def2-TZVPD RIJCOSX def2/J DEFGRID3
* xyz 0 1
C -1.196 0.802 0.791
C 0.077 1.034 0.075
C 0.189 0.880 -1.304
C 1.401 0.869 -2.003
C 2.552 0.874 -1.259
C 2.541 1.044 0.124
C 1.311 1.230 0.740
H -1.248 1.444 1.678
H -1.214 -0.200 1.214
H -2.159 0.900 0.307
H -0.727 0.692 -1.862
H 1.340 0.732 -3.073
H 3.504 0.873 -1.784
H 3.445 0.900 0.697
H 1.291 1.484 1.798
C -3.094 -2.122 0.906
C -1.924 -3.087 1.066
H -4.026 -2.603 1.202
H -2.963 -1.191 1.442
H -3.131 -1.946 -0.173
H -1.012 -2.567 0.743
H -2.067 -3.949 0.413
H -1.681 -3.466 2.059
*
```

Values from the calculation:
**E_HOMO**: -8.96 eV
**LUMO energy**: 0.99 eV
**SMILES**: Cc1ccccc1.CC

These are the Mulliken partial charges, in e, on atoms 1 to 6:
1 C -1.22
2 C 0.51
3 C -0.17
4 C -0.69
5 C -0.21
6 C -0.61


R) Density functional theory data (wB97M-V/def2-TZVPD) for a cluster of 2 separate species, C9H14 in total.

Geometry as ORCA input:
```
! wB97M-V def2-TZVPD RIJCOSX def2/J DEFGRID3
* xyz 0 1
C 0.474 -1.126 1.822
C 0.127 0.111 1.108
C 0.730 1.264 1.609
C 0.148 2.522 1.115
C -0.750 2.536 0.033
C -1.099 1.289 -0.521
C -0.751 0.051 0.044
H 0.610 -0.842 3.073
H 1.592 -1.291 1.527
H -0.057 -2.164 1.795
H 1.538 1.300 2.216
H 0.677 3.450 1.490
H -1.235 3.505 -0.510
H -1.717 1.231 -1.314
H -1.085 -0.775 -0.319
C -0.371 -2.465 -2.339
C 1.108 -2.463 -2.003
H -0.794 -3.304 -2.970
H -1.110 -2.721 -1.578
H -0.639 -1.406 -2.715
H 1.547 -2.176 -3.008
H 1.431 -3.397 -1.529
H 1.540 -1.718 -1.367
*
```

Values from the calculation:
**E_HOMO**: -8.81 eV
**LUMO energy**: 0.97 eV
**SMILES**: Cc1ccccc1.CC

These are the Mulliken partial charges, in e, on atoms 1 to 6:
1 C -1.17
2 C 0.78
3 C -0.78
4 C -0.24
5 C -0.45
6 C -0.32


S) Density functional theory data (wB97M-V/def2-TZVPD) for a cluster of 2 separate species, C9H14 in total.

Geometry as ORCA input:
```
! wB97M-V def2-TZVPD RIJCOSX def2/J DEFGRID3
* xyz 0 1
C -0.319 1.400 -1.915
C 0.199 1.285 -0.487
C 1.005 0.237 -0.039
C 1.515 0.224 1.231
C 1.154 1.259 2.112
C 0.315 2.258 1.699
C -0.165 2.321 0.383
H -0.146 2.431 -2.222
H -1.278 1.035 -2.261
H 0.429 0.876 -2.539
H 1.354 -0.533 -0.712
H 2.153 -0.595 1.535
H 1.523 1.294 3.128
H 0.166 3.164 2.281
H -0.698 3.160 -0.029
C -1.271 -2.424 0.359
C -0.531 -2.474 -0.994
H -0.744 -3.083 1.075
H -1.174 -1.543 1.001
H -2.265 -2.864 0.317
H -0.640 -1.566 -1.588
H -1.087 -3.203 -1.583
H 0.506 -2.660 -0.753
*
```

Values from the calculation:
**E_HOMO**: -9.06 eV
**LUMO energy**: 1.04 eV
**SMILES**: Cc1ccccc1.CC

These are the Mulliken partial charges, in e, on atoms 1 to 6:
1 C -1.56
2 C 0.84
3 C -0.43
4 C -0.55
5 C -0.38
6 C -0.48


Which is most stable, and by how much? P), by 2.6 kcal/mol.